Run w
Below is C4H12NOP in the gas phase, with properties calculated with wB97M-V/def2-TZVPD.

Summary:
**Net charge**: 0
**E_HOMO**: -9.41 eV
**Frontier orbital gap**: 10.21 eV
**LUMO**: 0.80 eV
**Structure (SMILES)**: CC(C)[P@@](C)(N)=O
**Spin multiplicity**: 1

```
19
C4H12NOP wB97M-V/def2-TZVPD
C -0.85072 1.62161 0.89779
C -0.73984 0.29053 0.21734
C -1.48737 -0.80679 1.04000
P 1.19209 -0.00622 0.15833
C 1.40757 -1.62963 -0.59633
N 1.62062 1.31319 -0.88336
O 1.89010 -0.00194 1.45777
H -0.45940 2.44478 0.35064
H -1.89195 2.03693 1.03250
H -0.40668 1.61584 1.92620
H -1.02014 0.33115 -0.89402
H -1.50682 -0.41641 2.12570
H -1.04452 -1.78885 1.05820
H -2.54571 -0.84131 0.76748
H 2.46287 -1.65295 -0.77691
H 1.00616 -2.27129 0.20855
H 0.93999 -1.79188 -1.52764
H 1.37205 1.33499 -1.93557
H 2.40891 1.80434 -0.53254
```

Here are the Löwdin charges for atoms 1 to 5, given in e: number 1, C, carries -0.189; number 2, C, carries -0.456; number 3, C, carries -0.105; number 4, P, carries 0.549; number 5, C, carries -0.170

***

Run x
Below is a 2-piece molecular cluster, C4H12NOP overall, with properties calculated with wB97M-V/def2-TZVPD.

Summary:
**Net charge**: 0
**E_HOMO (spin up / spin down)**: -7.37 / -9.48 eV
**Frontier orbital gap (spin up / spin down)**: 7.22 / 9.45 eV
**LUMO (spin up / spin down)**: -0.14 / -0.03 eV
**Spin multiplicity**: 1

```
19
C4H12NOP wB97M-V/def2-TZVPD
C -2.20809 -0.58100 1.23156
C 2.18097 -1.01880 0.85005
C 2.14370 0.78837 -1.78495
C -2.65804 0.40465 0.14622
N -1.72080 0.21084 -0.89454
O 1.35069 1.66309 0.76509
P 1.48117 0.51528 -0.09355
H -1.57421 -0.23290 2.01183
H -2.92423 -1.14423 1.71761
H -1.64333 -1.39544 0.71808
H 1.52500 -1.20093 1.70822
H 2.26714 -1.91354 0.15345
H 3.24584 -0.96251 1.00140
H 2.85031 1.64042 -1.95335
H 2.64661 -0.09757 -2.02175
H 1.22286 0.74344 -2.43891
H -3.69610 0.02669 -0.18861
H -2.89924 1.42257 0.42155
H -1.59025 1.13158 -1.34941
```

Here are the Löwdin charges for atoms 1 to 5, given in e: number 1, C, carries -0.121; number 2, C, carries -0.212; number 3, C, carries -0.237; number 4, C, carries -0.379; number 5, N, carries 0.039

***

Most stable: run w. Least stable: run x.

***

Run w
Below is a 2-piece molecular cluster, C2H9N3OS overall, with properties calculated with wB97M-V/def2-TZVPD.

Summary:
**Net charge**: 0
**E_HOMO (spin up / spin down)**: -8.62 / -7.83 eV
**Frontier orbital gap (spin up / spin down)**: 8.34 / 7.94 eV
**LUMO (spin up / spin down)**: -0.28 / 0.12 eV
**Spin multiplicity**: 1

```
16
C2H9N3OS wB97M-V/def2-TZVPD
C 1.42544 -0.98639 -1.46941
C 0.11564 -1.56870 0.41715
N -2.08434 1.70901 0.84349
N -1.02756 2.17361 0.03409
N 0.17522 -0.88691 -0.79299
O 0.62998 0.95422 1.58614
S 0.53518 1.50050 0.20030
H 2.34478 -1.41853 -0.83697
H 1.22702 -1.82948 -2.20802
H 1.71808 -0.02344 -1.85162
H 0.61979 -0.83424 1.22229
H -0.90384 -1.93185 0.53355
H 0.62663 -2.50232 0.37395
H -1.78328 0.85825 1.23207
H -2.38278 2.52804 1.60197
H -1.23595 2.25822 -0.88599
```

Here are the Löwdin charges for atoms 1 to 5, given in e: number 1, C, carries -0.227; number 2, C, carries -0.224; number 3, N, carries -0.046; number 4, N, carries -0.379; number 5, N, carries -0.190

***

Run x
Below is a 2-piece molecular cluster, C2H9N3OS overall, with properties calculated with wB97M-V/def2-TZVPD.

Summary:
**Net charge**: 0
**E_HOMO**: -8.09 eV
**Frontier orbital gap**: 8.78 eV
**LUMO**: 0.69 eV
**Structure (SMILES)**: C=NC.NNSO
**Spin multiplicity**: 1

```
16
C2H9N3OS wB97M-V/def2-TZVPD
C 0.12826 -0.34660 -1.91256
N 0.26150 -0.98472 -0.82839
C 1.56514 -1.38955 -0.44970
H -0.77184 0.06083 -2.05542
H 0.74601 -0.16779 -2.74400
H 1.49235 -2.19815 0.23928
H 2.33720 -1.76879 -1.30667
H 2.01143 -0.60875 0.00910
N -0.42315 2.20861 0.70128
N -1.55076 1.54151 1.20530
S -1.05581 0.19365 2.07702
O -1.62148 -1.13854 1.31587
H 0.20607 2.40873 1.44603
H -0.06336 1.65912 -0.05002
H -2.26640 2.08321 1.67409
H -0.99518 -1.55276 0.67880
```

Here are the Löwdin charges for atoms 1 to 5, given in e: number 1, C, carries -0.023; number 2, N, carries -0.082; number 3, C, carries -0.146; number 4, H, carries 0.034; number 5, H, carries 0.074

***

Most stable: run x. Least stable: run w.

***

Run w
Below is C5H7N4 as an isolated structure, with properties calculated with wB97M-V/def2-TZVPD.

Summary:
**Net charge**: +1
**E_HOMO (spin up / spin down)**: -13.72 / -13.27 eV
**Frontier orbital gap (spin up / spin down)**: 10.08 / 5.20 eV
**LUMO (spin up / spin down)**: -3.64 / -8.07 eV
**<S²>**: 2.018
**Spin multiplicity**: 3

```
16
C5H7N4 wB97M-V/def2-TZVPD
C -1.74553 -2.23299 0.78614
C -0.64718 -1.87026 1.45793
C -1.63090 -1.41921 -0.27886
C 0.62348 1.37562 -0.35406
C -0.10821 0.35805 -1.26038
N 0.06992 -0.92181 0.77347
N -0.53596 -0.70596 -0.36991
N 0.06699 1.72604 0.73678
N 1.90322 1.72729 -0.69538
H -2.45760 -3.05413 1.05899
H -0.37460 -2.31989 2.53271
H -0.98036 0.83160 -1.73750
H 0.42687 0.07817 -2.15720
H 0.68572 2.39398 1.22376
H 2.32501 1.64943 -1.67430
H 2.37913 2.38409 -0.04219
```

Here are the Löwdin charges for atoms 1 to 5, given in e: number 1, C, carries -0.008; number 2, C, carries -0.056; number 3, C, carries 0.171; number 4, C, carries -0.478; number 5, C, carries -0.018

***

Run x
Below is an isolated ion of composition C5H7N4 and charge +1, with properties calculated with wB97M-V/def2-TZVPD.

Summary:
**Net charge**: +1
**E_HOMO (spin up / spin down)**: -10.95 / -14.43 eV
**Frontier orbital gap (spin up / spin down)**: 6.89 / 6.25 eV
**LUMO (spin up / spin down)**: -4.06 / -8.19 eV
**<S²>**: 2.048
**Spin multiplicity**: 3

```
16
C5H7N4 wB97M-V/def2-TZVPD
C 0.75389 -2.52618 0.28921
C 1.28461 -1.25404 0.13221
C -0.70403 -2.35711 0.35107
C 0.01538 0.81190 -0.10950
C -1.43877 1.24165 -0.20882
N 0.19431 -0.44022 0.19196
N -0.94369 -1.05046 0.35582
N -1.52062 2.49510 -0.49905
N 0.87395 1.78866 -0.24328
H 1.01568 -3.55101 0.09574
H 2.28513 -1.15704 -0.17129
H -1.39042 -3.18352 0.51022
H -2.20671 0.54481 0.20751
H -2.46519 2.88002 -0.76550
H 1.86316 1.65915 -0.29402
H 0.18841 2.50524 -0.47664
```

Here are the Löwdin charges for atoms 1 to 5, given in e: number 1, C, carries 0.068; number 2, C, carries 0.082; number 3, C, carries -0.004; number 4, C, carries -0.291; number 5, C, carries -0.086

***

Most stable: run x. Least stable: run w.

***

Run w
Below is C4H6N2S in the gas phase, with properties calculated with wB97M-V/def2-TZVPD.

Summary:
**Net charge**: 0
**E_HOMO**: -8.74 eV
**Frontier orbital gap**: 7.69 eV
**LUMO**: -1.05 eV
**Structure (SMILES)**: S=C/C=N\N1CC1
**Spin multiplicity**: 1

```
13
C4H6N2S wB97M-V/def2-TZVPD
S -2.76812 -0.90598 -0.36420
C -1.34060 -0.24233 -0.06458
C -0.11056 -0.63431 -0.76102
N 1.03623 -0.12574 -0.56415
N 1.10222 0.87262 0.47910
C 2.28042 0.49313 1.35284
C 2.48033 1.45594 0.16300
H -0.93452 0.38831 0.82444
H -0.29416 -1.31299 -1.62780
H 2.68630 -0.59385 1.27156
H 2.51178 0.84837 2.32554
H 2.94043 0.98647 -0.70819
H 2.55336 2.51667 0.19553
```

Here are the Löwdin charges for atoms 1 to 5, given in e: number 1, S, carries 0.708; number 2, C, carries -0.686; number 3, C, carries -0.258; number 4, N, carries 0.017; number 5, N, carries -0.120

***

Run x
Below is C4H6N2S in the gas phase, with properties calculated with wB97M-V/def2-TZVPD.

Summary:
**Net charge**: 0
**E_HOMO**: -8.35 eV
**Frontier orbital gap**: 9.26 eV
**LUMO**: 0.91 eV
**Structure (SMILES)**: Nc1cc(S)c[nH]1
**Spin multiplicity**: 1

```
13
C4H6N2S wB97M-V/def2-TZVPD
N -0.21210 -0.71790 2.25243
C -0.14681 -0.27014 0.90788
C 0.25871 0.87126 0.26766
C 0.09115 0.67807 -1.13051
S 0.31675 1.86899 -2.43821
C -0.42936 -0.59342 -1.31117
N -0.53941 -1.14412 -0.08177
H -0.76963 -0.08676 2.82490
H 0.69005 -0.83266 2.70474
H 0.68134 1.76242 0.75714
H 1.64479 1.65998 -2.64577
H -0.72976 -1.09494 -2.20002
H -0.85572 -2.10078 0.09271
```

Here are the Löwdin charges for atoms 1 to 5, given in e: number 1, N, carries 0.074; number 2, C, carries -0.376; number 3, C, carries -0.072; number 4, C, carries -0.655; number 5, S, carries 0.719

***

Most stable: run x. Least stable: run w.